Entry 1:
Entry from OMol25: a 2-piece molecular cluster, C4H8O2 overall (the ωB97M-V functional and the def2-TZVPD basis).

Cartesian coordinates (Å):
H  0.3162  1.9067  -0.7322
H  -0.7002  1.3290  -2.0626
H  -1.4877  -2.3469  1.0298
H  -1.2626  1.1863  -0.3723
C  -1.1781  -1.3202  0.7457
H  1.1567  -0.3134  -1.6019
H  0.5264  -2.1831  -0.2966
H  2.1673  0.4568  1.1700
O  -1.7546  -0.3634  1.2259
C  0.2877  -0.1995  -0.9514
O  1.6213  1.1896  1.4782
H  0.7483  0.7911  1.5964
C  -0.0455  -1.2614  -0.2005
C  -0.3952  1.1285  -1.0285

Output
Energy above the lowest of the compared OMol25 structures with the same formula, charge and spin (kcal/mol): 36.4
Orbital gap (eV): 10.1
M (g mol⁻¹): 88.11
HOMO energy (eV): -10.05
Structure (SMILES): C/C=C\C=O.O


Entry 2:
Entry from OMol25: C4H8O2 as an isolated structure (the ωB97M-V functional and the def2-TZVPD basis).

Cartesian coordinates (Å):
O  0.2126  0.8340  0.9740
H  -2.0679  -0.7596  1.0433
H  2.2395  0.4396  0.9633
O  -2.0000  0.4538  -0.6505
H  1.5969  -0.9831  -1.0931
C  -0.0535  -0.4756  0.4075
H  1.7480  1.6952  -0.2865
C  -1.5165  -0.6359  0.0986
H  -1.7193  1.2474  -0.1698
H  0.3293  -1.2658  1.0713
C  0.9322  -0.2062  -0.7178
C  1.4693  0.8148  0.2798
H  -1.6426  -1.5373  -0.5090
H  0.4218  0.3168  -1.5347

Output
Energy above the lowest of the compared OMol25 structures with the same formula, charge and spin (kcal/mol): 48.3
Orbital gap (eV): 11.2
M (g mol⁻¹): 88.11
HOMO energy (eV): -10.10


Entry 3:
Entry from OMol25: one molecule with the formula C4H8O2 (the ωB97M-V functional and the def2-TZVPD basis).

Cartesian coordinates (Å):
C  -0.5582  0.9885  0.6236
H  2.1112  0.9478  -0.1798
H  -1.3548  1.0819  1.3521
H  -1.5871  -1.1158  1.1700
C  0.3754  0.0232  0.7552
H  -0.1075  -1.9633  0.6683
H  0.0397  1.7174  -0.9878
C  -0.7040  -1.0923  0.5109
H  -1.3963  -0.2745  -1.1888
O  -1.1400  -1.1511  -0.8571
C  1.5548  -0.0012  -0.2068
O  -0.7438  1.7993  -0.4292
H  1.2121  -0.1772  -1.2362
H  2.2986  -0.7828  0.0058

Output
Energy above the lowest of the compared OMol25 structures with the same formula, charge and spin (kcal/mol): 84.9
Orbital gap (eV): 8.9
M (g mol⁻¹): 88.11
HOMO energy (eV): -8.26
Structure (SMILES): C/C(=C\O)CO


Q: Among the records above, which one has the lowest orbital gap?
A: number 3